(a)
{"formula": "C5H8N2O4", "method": "wB97M-V/def2-TZVPD", "symbols": ["C", "C", "C", "C", "O", "C", "N", "O", "N", "O", "O", "H", "H", "H", "H", "H", "H", "H", "H"], "positions_angstrom": [[1.293, -0.083, 1.248], [0.147, 0.485, 1.572], [-0.425, 1.612, 0.721], [-1.143, 1.229, -0.648], [-0.087, 0.452, -1.301], [0.146, -0.813, -1.027], [-0.417, -1.740, -0.432], [-1.615, -1.660, 0.163], [1.406, -1.281, -1.622], [1.785, -2.420, -1.533], [1.956, -0.425, -2.281], [1.997, 0.483, 0.558], [1.796, -0.887, 1.928], [-0.488, 0.116, 2.384], [-1.291, 2.161, 1.216], [0.257, 2.419, 0.357], [-2.109, 0.717, -0.687], [-1.359, 2.085, -1.303], [-1.851, -2.449, 0.689]], "lumo_ha": 0.0035, "smiles": "C=CCCO/C(=N\\O)[N+](=O)[O-]", "homo_energy_ev": -9.39, "orbital_gap_ha": 0.3487, "spin_multiplicity": 1}

(b)
{"formula": "C5H8N2O4", "method": "wB97M-V/def2-TZVPD", "symbols": ["C", "C", "C", "C", "N", "N", "O", "O", "H", "H", "H", "H", "H", "H", "H", "H", "O", "C", "O"], "positions_angstrom": [[1.756, -0.742, -1.220], [1.164, -0.284, 0.230], [-0.255, -0.553, 0.413], [-0.731, -0.348, 1.854], [-1.149, -0.721, -0.463], [-2.480, -0.681, -0.251], [-3.040, 0.361, -0.543], [-3.063, -1.652, 0.117], [1.461, -1.787, -1.376], [2.806, -0.776, -1.217], [1.488, -0.202, -2.042], [1.512, 0.774, 0.374], [1.669, -0.877, 0.993], [0.074, 0.080, 2.441], [-1.008, -1.323, 2.304], [-1.588, 0.408, 1.948], [-0.269, 2.925, -0.333], [0.449, 2.800, -1.191], [1.204, 2.600, -2.038]], "lumo_ha": 0.0121, "smiles": "CC/C(C)=N/[N+](=O)[O-].O=C=O", "homo_energy_ev": -10.52, "orbital_gap_ha": 0.3987, "spin_multiplicity": 1}

Most favorable structure: (b). The second most favorable one is 351.7 kJ/mol above it.

(a)
{"formula": "C7H11N2O2", "method": "wB97M-V/def2-TZVPD", "symbols": ["C", "C", "O", "O", "H", "H", "H", "C", "C", "C", "C", "C", "N", "N", "H", "H", "H", "H", "H", "H", "H", "H"], "positions_angstrom": [[1.759, 0.731, -1.088], [2.733, 1.466, -1.982], [2.315, 2.465, -2.487], [3.878, 0.960, -1.977], [1.792, 1.176, -0.129], [1.999, -0.399, -1.131], [0.723, 0.791, -1.356], [-1.263, 0.502, -0.345], [-2.314, -0.358, -1.035], [-0.713, -0.136, 0.873], [0.210, -1.098, 0.968], [-0.927, -0.828, 2.993], [-1.331, 0.084, 2.125], [0.140, -1.479, 2.366], [-0.474, 0.709, -1.053], [-1.546, 1.458, -0.103], [-2.827, -0.987, -0.395], [0.994, -1.481, 0.476], [-1.119, -0.744, 3.984], [0.684, -2.022, 2.804], [-1.826, -1.007, -1.759], [-2.887, 0.198, -1.751]], "lumo_ha": 0.1118, "homo_energy_ev": -3.77, "orbital_gap_ha": 0.2503, "total_charge": -1, "spin_multiplicity": 1}

(b)
{"formula": "C7H11N2O2", "method": "wB97M-V/def2-TZVPD", "symbols": ["C", "C", "C", "C", "C", "C", "C", "N", "N", "O", "O", "H", "H", "H", "H", "H", "H", "H", "H", "H", "H", "H"], "positions_angstrom": [[2.093, 0.083, -0.356], [0.925, -0.513, 0.443], [0.090, -1.581, -0.212], [-0.958, 1.132, 0.027], [-0.124, -2.972, 0.414], [-0.304, 1.719, -1.194], [-1.001, 2.090, 1.182], [-1.396, -1.132, -0.328], [-1.717, 0.028, -0.108], [2.958, 0.642, 0.316], [1.988, -0.142, -1.612], [1.047, -0.420, 1.515], [0.403, -1.628, -1.351], [-0.228, -3.673, -0.445], [-1.153, -3.032, 0.799], [0.667, -3.282, 0.986], [0.392, 2.588, -1.009], [-1.059, 2.136, -1.934], [0.375, 1.021, -1.674], [-0.457, 1.443, 2.004], [-2.045, 2.522, 1.512], [-0.497, 2.972, 1.026]], "lumo_ha": [0.1372, 0.1365], "homo_energy_ev": [-3.48, -3.80], "orbital_gap_ha": [0.2651, 0.2761], "total_charge": -1, "spin_multiplicity": 1}

Most favorable structure: (a). The second most favorable one is 218.8 kJ/mol above it.

(a)
{"formula": "C3H3Cl", "method": "wB97M-V/def2-TZVPD", "symbols": ["C", "C", "C", "Cl", "H", "H", "H"], "positions_angstrom": [[-1.582, -0.451, -0.054], [-2.698, -0.915, -0.193], [0.781, 0.440, 0.061], [1.758, -1.005, -0.075], [-0.341, -0.100, -0.138], [1.139, 1.240, -0.689], [0.944, 0.791, 1.089]], "lumo_ha": [-0.1285, -0.1284], "homo_energy_ev": [-10.24, -10.23], "orbital_gap_ha": [0.2476, 0.2476], "spin_multiplicity": 1}

(b)
{"formula": "C3H3Cl", "method": "wB97M-V/def2-TZVPD", "symbols": ["C", "C", "C", "Cl", "H", "H", "H"], "positions_angstrom": [[0.800, -0.606, 0.145], [-1.022, 0.548, -0.718], [0.258, 0.582, -0.133], [-2.354, 0.176, -0.028], [0.009, -1.083, 0.627], [1.595, -1.121, 0.713], [0.714, 1.505, -0.606]], "lumo_ha": [-0.0180, -0.0131], "homo_energy_ev": [-8.06, -7.93], "orbital_gap_ha": [0.2784, 0.2784], "spin_multiplicity": 1}

Most favorable structure: (b). The second most favorable one is 322.6 kJ/mol above it.

(a)
{"formula": "C4H9N3S", "method": "wB97M-V/def2-TZVPD", "symbols": ["C", "C", "C", "C", "N", "N", "N", "S", "H", "H", "H", "H", "H", "H", "H", "H", "H"], "positions_angstrom": [[1.776, 2.702, -0.178], [1.208, 0.454, -1.189], [-0.027, -1.467, 1.074], [-0.894, -0.550, 0.608], [1.417, 1.566, -0.902], [1.085, -0.640, -1.790], [-2.311, -0.753, 0.756], [3.033, 2.871, 0.827], [0.974, 3.412, -0.318], [-0.385, -2.213, 1.760], [1.009, -1.370, 0.975], [-0.732, 0.392, 0.082], [0.914, -0.830, -2.788], [1.315, -1.417, -1.206], [-2.609, -1.634, 1.173], [-2.837, -0.603, -0.169], [-2.935, 0.079, 1.286]], "lumo_ha": -0.3295, "homo_energy_ev": -16.55, "orbital_gap_ha": 0.2786, "total_charge": 2, "spin_multiplicity": 1}

(b)
{"formula": "C4H9N3S", "method": "wB97M-V/def2-TZVPD", "symbols": ["C", "C", "C", "C", "N", "N", "N", "S", "H", "H", "H", "H", "H", "H", "H", "H", "H"], "positions_angstrom": [[-1.425, -1.008, 0.374], [-2.098, 1.268, -0.077], [0.555, 0.184, 0.587], [3.038, -0.580, -0.549], [-0.065, -0.936, 0.243], [-2.201, -0.022, 0.450], [-1.047, 1.624, -0.636], [2.130, 0.664, 0.439], [-1.825, -2.022, 0.727], [-2.994, 1.870, 0.143], [-0.083, 0.943, 1.020], [2.232, -1.350, -0.752], [3.888, -1.015, -0.004], [3.443, -0.013, -1.448], [0.454, -1.695, -0.137], [-3.065, -0.378, 0.748], [-0.936, 2.466, -1.128]], "lumo_ha": -0.3811, "homo_energy_ev": -19.07, "orbital_gap_ha": 0.3196, "total_charge": 2, "spin_multiplicity": 1}

Most favorable structure: (b). The second most favorable one is 113.8 kJ/mol above it.